# 1
The following is a DFT calculation (ωB97M-V/def2-TZVPD) of a molecular structure, C55H50BN14OY in a non-equilibrium geometry.

Atoms and positions in Å:
Y 0.077 0.217 0.116
N -2.621 -4.172 1.651
C -2.082 -2.953 1.550
N -1.229 -2.576 0.653
C -0.834 -3.488 -0.301
N 0.007 -3.248 -1.243
N 0.561 -1.962 -1.412
C 1.404 -2.079 -2.370
C 2.185 -1.034 -3.035
C 3.060 -1.451 -4.032
C 3.762 -0.500 -4.755
C 3.552 0.834 -4.463
C 2.669 1.158 -3.443
N 2.000 0.254 -2.727
C -1.385 -4.855 -0.264
C -1.043 -5.843 -1.193
C -1.589 -7.103 -1.101
C -2.493 -7.407 -0.077
C -2.847 -6.449 0.846
C -2.288 -5.177 0.742
H -3.273 -4.366 2.393
H -2.406 -2.236 2.295
H 1.537 -3.077 -2.779
H 3.176 -2.506 -4.237
H 4.445 -0.799 -5.538
H 4.050 1.620 -5.014
H 2.485 2.199 -3.204
H -0.344 -5.594 -1.977
H -1.321 -7.863 -1.822
H -2.917 -8.399 -0.008
H -3.548 -6.674 1.640
C -5.061 0.190 2.518
C -4.127 0.007 1.369
C -4.418 -0.358 0.068
C -3.193 -0.369 -0.601
N -2.216 -0.034 0.247
N -2.795 0.185 1.460
B -1.980 0.657 2.696
N -1.315 2.004 2.360
N -0.331 2.050 1.434
C 0.048 3.333 1.330
C -0.708 4.116 2.199
C -1.567 3.233 2.838
C -2.592 3.508 3.886
C 1.277 3.638 0.587
C 2.224 4.515 1.222
C 3.314 5.090 0.654
C 3.820 4.847 -0.669
C 3.647 3.709 -1.361
C 1.597 2.946 -0.533
N -0.886 -0.388 3.074
N 0.139 -0.742 2.238
C 0.834 -1.707 2.859
C 0.270 -1.954 4.113
C -0.812 -1.102 4.214
C -1.768 -0.947 5.349
C 1.982 -2.407 2.252
C 2.479 -2.078 0.996
C 3.562 -2.735 0.442
C 4.184 -3.749 1.155
C 3.708 -4.093 2.413
C 2.618 -3.430 2.954
C -2.941 -0.729 -2.008
C -3.934 -1.357 -2.760
C -3.713 -1.689 -4.086
C -2.495 -1.402 -4.690
C -1.495 -0.783 -3.956
C -1.730 -0.458 -2.632
H -6.071 -0.067 2.207
H -5.066 1.222 2.867
H -4.792 -0.441 3.365
H -5.395 -0.561 -0.334
H -2.719 0.792 3.618
H -0.639 5.179 2.356
H -2.602 4.570 4.118
H -2.377 2.961 4.803
H -3.589 3.222 3.551
H 1.968 4.833 2.225
H 3.824 5.852 1.230
H 4.419 5.624 -1.130
H 4.055 3.579 -2.357
H 1.133 1.694 -1.997
H 0.594 -2.656 4.860
H -1.532 -1.677 6.120
H -2.801 -1.099 5.035
H -1.704 0.048 5.789
H 2.044 -1.272 0.416
H 3.926 -2.452 -0.538
H 5.036 -4.267 0.737
H 4.187 -4.882 2.976
H 2.264 -3.715 3.935
H -4.885 -1.595 -2.303
H -4.497 -2.172 -4.654
H -2.329 -1.657 -5.728
H -0.543 -0.545 -4.415
H -0.946 0.057 -2.087
C -1.285 5.040 -4.123
C -0.320 5.520 -3.254
C 0.315 4.667 -2.358
C -0.033 3.324 -2.319
C -1.001 2.840 -3.186
C -1.618 3.693 -4.088
N 0.654 2.390 -1.427
N 2.950 2.609 -0.779
C 3.536 1.857 0.252
C 4.905 1.907 0.500
C 5.385 1.277 1.628
C 4.490 0.654 2.490
C 3.165 0.605 2.122
N 2.679 1.138 0.988
H -1.772 5.706 -4.822
H -0.043 6.566 -3.272
H 1.067 5.066 -1.692
H -1.284 1.801 -3.163
H -2.367 3.299 -4.762
H 5.554 2.471 -0.154
H 6.442 1.307 1.856
H 4.811 0.202 3.417
H 2.442 0.121 2.760
O -2.492 2.795 -0.489
H -2.390 3.680 -0.116
H -3.135 2.905 -1.199

Frontier orbital gap ... 7.315 eV
Molar mass ... 1022.8 g/mol
Multiplicity ... 1
Total energy ... -82469.3289 eV
Total charge ... +2

# 2
The following is a DFT calculation (ωB97M-V/def2-TZVPD) of a molecular structure, C55H53AsN10O2Ti in a non-equilibrium geometry.

Atoms and positions in Å:
Ti -0.095 0.381 -0.223
C 3.038 6.679 1.629
C 2.198 5.448 1.412
C 0.817 5.458 1.596
C 0.069 4.317 1.387
C 0.655 3.117 0.994
N -0.157 1.955 0.818
C -1.332 1.935 1.669
C -1.191 2.040 3.049
C -2.291 2.204 3.863
C -3.578 2.287 3.332
C -4.785 2.448 4.214
C -3.722 2.178 1.955
C -2.614 2.003 1.141
N -2.817 1.935 -0.261
C -3.786 2.534 -0.981
C -3.707 2.054 -2.263
C -2.641 1.158 -2.238
N -2.086 1.093 -1.028
C 2.023 3.113 0.781
C 2.776 4.263 0.987
N 2.694 1.950 0.297
C 4.030 1.747 0.257
C 4.270 0.651 -0.526
C 3.007 0.228 -0.933
N 2.048 0.999 -0.422
H 2.452 7.484 2.066
H 3.873 6.468 2.298
H 3.454 7.040 0.687
H 0.320 6.371 1.902
H -1.002 4.348 1.546
H -0.199 1.996 3.473
H -2.149 2.283 4.935
H -4.500 2.646 5.246
H -5.418 3.267 3.870
H -5.395 1.540 4.203
H -4.711 2.214 1.511
H -4.453 3.248 -0.524
H -4.336 2.306 -3.101
H -2.278 0.548 -3.048
H 3.839 4.254 0.788
H 4.715 2.393 0.775
H 5.223 0.212 -0.765
H 2.765 -0.620 -1.547
O 2.294 -4.625 -0.353
C 2.731 -4.012 0.759
C 3.652 -4.719 1.533
C 4.190 -4.154 2.665
C 3.830 -2.861 3.067
C 2.895 -2.175 2.334
C 2.309 -2.733 1.183
C 1.344 -1.943 0.431
O 0.837 -0.848 0.942
N 1.093 -2.285 -0.822
N 0.497 -1.228 -1.450
C 0.377 -1.198 -2.721
C 0.194 0.154 -3.278
C 0.143 0.429 -4.626
C 0.111 1.761 -5.026
C 0.145 2.757 -4.066
C 0.185 2.395 -2.728
N 0.200 1.124 -2.346
H 1.753 -3.996 -0.869
H 3.939 -5.709 1.202
H 4.913 -4.716 3.243
H 4.284 -2.412 3.941
H 2.623 -1.168 2.613
H 0.577 -2.069 -3.336
H 0.150 -0.379 -5.346
H 0.074 2.014 -6.077
H 0.140 3.803 -4.340
H 0.199 3.138 -1.940
C -0.022 0.167 6.423
C 0.943 -0.473 5.432
C 2.273 0.269 5.450
C 1.160 -1.945 5.789
N 0.402 -0.287 4.068
N -0.692 -1.104 3.687
H 0.322 0.016 7.448
H -1.020 -0.276 6.347
H -0.101 1.244 6.243
H 2.663 0.340 6.466
H 2.153 1.283 5.059
H 3.023 -0.251 4.843
H 1.718 -2.031 6.724
H 1.730 -2.460 5.010
H 0.214 -2.473 5.934
H 1.120 -0.432 3.372
H -1.514 -0.809 4.201
H -0.524 -2.078 3.936
C -4.305 -3.008 4.596
C -3.589 -3.931 3.850
C -2.947 -3.546 2.676
C -3.027 -2.229 2.251
C -3.738 -1.298 3.002
C -4.380 -1.688 4.168
As -2.201 -1.630 0.596
C -1.893 -3.294 -0.359
C -0.973 -4.289 -0.070
C -0.894 -5.408 -0.885
C -1.721 -5.511 -2.001
C -2.648 -4.518 -2.284
C -2.753 -3.407 -1.453
C -3.805 -2.361 -1.541
C -4.842 -2.333 -2.468
C -5.869 -1.408 -2.331
C -5.876 -0.522 -1.259
C -4.826 -0.526 -0.348
C -3.787 -1.426 -0.507
H -4.807 -3.315 5.505
H -3.528 -4.962 4.176
H -2.405 -4.287 2.105
H -3.778 -0.263 2.693
H -4.938 -0.962 4.747
H -0.312 -4.208 0.785
H -0.186 -6.193 -0.654
H -1.654 -6.381 -2.641
H -3.309 -4.630 -3.135
H -4.877 -3.054 -3.277
H -6.685 -1.402 -3.043
H -6.705 0.163 -1.126
H -4.848 0.152 0.495

Relative energy (zero: lowest compared OMol25 entry of this formula, charge and spin) ... 18.3 kcal per mole
Frontier orbital gap ... 6.089 eV
Molar mass ... 1008.9 g/mol
Multiplicity ... 1
Total energy ... -160834.9015 eV
Total charge ... +2